# C4H11NO

A cluster of 2 separate species, C4H11NO in total at a distorted geometry (the ωB97M-V functional and the def2-TZVPD basis, OMol25).

Charge = 0
SMILES = C=C(N)CC.O
E_HOMO = -0.303 Ha
Orbital gap = 9.120 eV
Energy relative to the best compared isomer or geometry (same formula, charge and spin) = 50.9 kcal/mol
Calculated total energy = -7862.34602 eV

Geometry (Å):
1 C 1.99349 -0.97288 -0.90645
2 C 0.85402 -1.02773 0.13895
3 C -0.48577 -0.45506 -0.25922
4 C -0.72974 0.21288 -1.45845
5 N -1.51727 -0.91647 0.56639
6 H 1.57817 -1.44868 -1.83253
7 H 2.17758 0.11069 -1.05977
8 H 2.82887 -1.63752 -0.63126
9 H 0.76249 -2.05800 0.45392
10 H 1.19788 -0.65592 1.06755
11 H 0.04833 0.18380 -2.32713
12 H -1.66486 0.69089 -1.73023
13 H -2.35116 -1.17734 -0.01618
14 H -1.09720 -1.00272 1.51560
15 H 0.51293 2.59996 1.09583
16 H -1.02335 2.39559 1.14753
17 O -0.26760 2.73391 1.65788